# 1
Below is 3 unconnected molecules or ions with the total composition C4H16N2O2, with properties calculated with ωB97M-V/def2-TZVPD.

LUMO (spin up / spin down)	-0.131 / -0.131	Eh
Kohn-Sham gap (spin up / spin down)	4.2780 / 9.5254	eV
total energy	-421.617531	hartree
E_HOMO (spin up / spin down)	-7.8 / -13.1	eV

The geometry in ORCA input format:
```
! RIJCOSX wB97M-V def2-TZVPD def2/J DEFGRID3
* xyz 1 2
C -1.694 0.713 1.119
C -0.200 0.364 1.642
C 0.235 -1.072 1.538
C 2.303 -1.885 0.361
N 1.321 -1.078 0.481
N -1.650 2.121 0.492
H -1.918 -0.039 0.306
H -2.322 0.504 2.018
H 0.633 1.057 1.220
H -0.258 0.513 2.755
H 0.687 -1.634 2.514
H -0.523 -1.810 1.166
H 2.359 -2.900 0.861
H 3.204 -1.885 -0.460
H 1.145 -0.298 -0.137
H -1.412 2.872 1.109
H -2.630 2.339 -0.075
H -0.940 2.065 -0.246
H 1.013 1.548 -1.673
H 0.033 0.449 -2.121
O 0.369 0.988 -1.324
H -0.590 -0.864 -4.240
H 0.845 -1.221 -3.796
O -0.009 -0.846 -3.509
*
```


# 2
Below is 4 unconnected molecules or ions with the total composition C4H16N2O4, with properties calculated with ωB97M-V/def2-TZVPD.

LUMO (spin up / spin down)	-0.112 / -0.310	Eh
Kohn-Sham gap (spin up / spin down)	10.9323 / 5.5126	eV
total energy	-572.171087	hartree
E_HOMO (spin up / spin down)	-14.0 / -14.0	eV

The geometry in ORCA input format:
```
! RIJCOSX wB97M-V def2-TZVPD def2/J DEFGRID3
* xyz 1 2
C 2.168 -1.246 1.064
C 0.916 -1.428 0.269
N -0.312 -1.162 0.902
C -0.545 -0.133 1.823
C -0.947 1.264 1.175
N -2.193 1.203 0.520
O 0.867 -2.018 -0.785
H 3.021 -1.350 0.399
H 2.207 -0.379 1.702
H 2.322 -2.173 1.634
H -1.103 -1.330 0.286
H -1.351 -0.449 2.446
H 0.305 -0.059 2.500
H -0.967 1.994 1.978
H -0.196 1.439 0.406
H -2.977 1.312 1.159
H -2.334 0.477 -0.171
H -2.106 -0.825 -2.369
H -0.658 -1.270 -2.122
O -1.352 -0.697 -1.771
H 2.375 -0.658 -1.654
H 1.693 0.807 -1.765
O 2.486 0.289 -1.571
H -0.899 1.495 -1.880
H -0.272 2.909 -1.962
O -0.147 1.989 -2.214
*
```


# 3
Below is 4 unconnected molecules or ions with the total composition C4H16N2O4S, with properties calculated with ωB97M-V/def2-TZVPD.

LUMO	0.016	Eh
SMILES string	CNC(=O)[C@@H](N)CS.O.O.O
Kohn-Sham gap	9.9507	eV
total energy	-970.677044	hartree
E_HOMO	-9.5	eV

The geometry in ORCA input format:
```
! RIJCOSX wB97M-V def2-TZVPD def2/J DEFGRID3
* xyz 0 1
N 1.778 -1.594 -0.265
C 0.923 -0.517 -0.718
C 1.646 0.673 -1.349
S 2.004 2.081 -0.267
C -0.054 -1.065 -1.755
N -1.195 -0.364 -1.981
C -1.734 0.759 -1.216
O 0.243 -2.009 -2.470
H 2.690 -1.198 -0.044
H 2.007 -2.244 -1.015
H 0.306 -0.179 0.111
H 2.637 0.360 -1.576
H 1.229 1.031 -2.273
H 0.820 2.539 0.154
H -1.765 -0.663 -2.754
H -1.211 0.882 -0.298
H -2.769 0.548 -0.950
H -1.690 1.652 -1.805
H 0.627 1.077 2.480
H -0.290 -0.039 2.890
O -0.205 0.664 2.224
H 0.020 -2.692 2.433
H 1.254 -1.908 2.035
O 0.690 -2.108 2.793
H -1.910 1.359 2.124
H -3.249 1.207 1.419
O -2.801 1.748 2.073
*
```


# 4
Below is 4 unconnected molecules or ions with the total composition C4H16N2O5, with properties calculated with ωB97M-V/def2-TZVPD.

LUMO	0.009	Eh
SMILES string	NC(=O)NCCCO.O.O.O
Kohn-Sham gap	9.6847	eV
total energy	-647.765755	hartree
E_HOMO	-9.4	eV

The geometry in ORCA input format:
```
! RIJCOSX wB97M-V def2-TZVPD def2/J DEFGRID3
* xyz 0 1
C 0.739 -0.233 0.231
C 0.403 -1.602 0.819
C -0.320 -2.491 -0.189
O 0.388 -2.577 -1.425
N -0.416 0.523 -0.204
C -1.300 1.132 0.677
N -0.861 1.366 1.946
O -2.413 1.446 0.297
H 1.327 0.354 0.936
H 1.418 -0.368 -0.611
H -0.253 -1.476 1.684
H 1.332 -2.062 1.160
H -1.349 -2.147 -0.332
H -0.360 -3.519 0.176
H 0.118 -1.845 -1.995
H -0.898 0.160 -1.015
H -1.466 1.959 2.493
H 0.107 1.325 2.231
H -1.598 -0.410 -3.570
H -0.569 0.653 -3.104
O -0.772 -0.307 -3.096
H 1.904 0.543 3.926
H 2.862 1.164 2.907
O 1.948 1.178 3.194
H -0.400 2.213 -1.728
H 0.671 2.681 -2.742
O -0.242 2.339 -2.667
*
```


# 5
Below is 2 unconnected molecules or ions with the total composition C4H16N3O, with properties calculated with ωB97M-V/def2-TZVPD.

LUMO	-0.099	Eh
Kohn-Sham gap	10.3280	eV
total energy	-401.270907	hartree
E_HOMO	-13.0	eV

The geometry in ORCA input format:
```
! RIJCOSX wB97M-V def2-TZVPD def2/J DEFGRID3
* xyz 1 1
N -0.802 0.872 -1.755
C -1.842 0.278 -0.884
C -1.507 -1.218 -0.686
N -0.105 -1.200 -0.297
C 0.220 -1.453 1.135
C 0.851 -0.246 1.780
N 2.062 0.251 1.162
H -1.048 0.882 -2.749
H 0.042 0.300 -1.584
H -0.604 1.820 -1.408
H -2.847 0.667 -1.016
H -1.575 0.651 0.111
H -1.719 -1.783 -1.594
H -2.131 -1.642 0.094
H 0.472 -1.842 -0.810
H -0.705 -1.720 1.655
H 0.812 -2.371 1.167
H 0.955 -0.484 2.838
H 0.113 0.570 1.767
H 2.678 0.640 1.859
H 2.458 -0.435 0.532
H 1.576 1.855 0.046
H 1.566 3.209 -0.764
O 1.081 2.397 -0.599
*
```


# 6
Below is 2 unconnected molecules or ions with the total composition C4H16N3O, with properties calculated with ωB97M-V/def2-TZVPD.

LUMO	-0.113	Eh
Kohn-Sham gap	9.0752	eV
total energy	-401.234867	hartree
E_HOMO	-12.2	eV

The geometry in ORCA input format:
```
! RIJCOSX wB97M-V def2-TZVPD def2/J DEFGRID3
* xyz 1 1
N 0.740 -0.518 1.377
C 0.246 0.228 0.202
C 0.636 -0.409 -1.169
C -0.504 -1.123 -1.887
N -1.307 -1.839 -0.970
C 0.943 1.639 0.294
N 2.228 1.605 0.990
H 1.483 -0.046 1.903
H -0.023 -0.687 2.114
H 1.076 -1.470 1.297
H -0.805 0.486 0.399
H 1.470 -1.074 -1.031
H 1.168 0.394 -1.722
H -0.122 -1.804 -2.647
H -1.209 -0.495 -2.482
H -2.180 -1.553 -0.583
H -1.077 -2.803 -0.865
H 1.183 1.888 -0.755
H 0.185 2.395 0.516
H 2.350 2.489 1.493
H 2.931 1.198 0.389
H -3.273 0.987 0.464
H -3.205 0.329 1.794
O -2.933 0.184 0.878
*
```